{
  "formula": "C30H78F6O15PtS11",
  "method": "wB97M-V/def2-TZVPD",
  "spin_multiplicity": 3,
  "s2": 2.008,
  "e_tot_ev": -201803.2389,
  "largest_force_ev_per_a": 4.0,
  "elements": ["Pt", "C", "O", "O", "C", "F", "F", "F", "C", "C", "H", "H", "H", "H", "H", "H", "C", "O", "O", "C", "F", "F", "F", "C", "C", "H", "H", "H", "H", "H", "H", "C", "S", "O", "C", "H", "H", "H", "H", "H", "H", "C", "S", "O", "C", "H", "H", "H", "H", "H", "H", "C", "S", "O", "C", "H", "H", "H", "H", "H", "H", "C", "S", "O", "C", "H", "H", "H", "H", "H", "H", "C", "S", "O", "C", "H", "H", "H", "H", "H", "H", "C", "S", "O", "C", "H", "H", "H", "H", "H", "H", "C", "S", "O", "C", "H", "H", "H", "H", "H", "H", "C", "S", "O", "C", "H", "H", "H", "H", "H", "H", "C", "S", "O", "C", "H", "H", "H", "H", "H", "H", "C", "S", "O", "C", "H", "H", "H", "H", "H", "H", "C", "S", "O", "C", "H", "H", "H", "H", "H", "H"],
  "positions_angstrom": [[1.2068, -4.3509, 6.5988], [6.1339, 0.4788, 6.4158], [6.8269, 0.5774, 5.1811], [5.6256, -0.8390, 6.4621], [7.0146, 0.9649, 7.6645], [7.8723, 0.0577, 8.1832], [7.8217, 2.0011, 7.3877], [6.2111, 1.1994, 8.7350], [6.8292, 1.8389, 4.5768], [7.4115, 1.7534, 3.1738], [6.9453, 0.9321, 2.6295], [7.2255, 2.6330, 2.5575], [8.4920, 1.6125, 3.1494], [7.4743, 2.5151, 5.1378], [5.8639, 2.3379, 4.4908], [5.2743, 1.1458, 6.3495], [-0.4654, -1.0886, 1.0084], [-1.1585, 0.0563, 1.3346], [-0.2157, -1.8104, 2.1813], [-1.1632, -1.8289, -0.1559], [-0.6008, -2.9990, -0.5243], [-2.4744, -2.0424, -0.0193], [-0.9281, -1.0763, -1.2292], [-0.4168, 1.2325, 1.6277], [-1.6489, 2.1775, 1.9818], [-1.3137, 3.1235, 2.4069], [-2.1598, 2.5516, 1.0945], [-2.2664, 1.6719, 2.7243], [0.2072, 1.7035, 0.8681], [0.2016, 1.0918, 2.5142], [0.5323, -0.7869, 0.6893], [-5.2374, -12.6618, -1.3689], [-4.3753, -11.8053, -0.0085], [-2.9834, -11.9663, -0.4949], [-4.6817, -10.0421, -0.6010], [-4.9357, -12.1982, -2.3081], [-6.3235, -12.6176, -1.2884], [-4.9736, -13.7188, -1.4027], [-4.6416, -9.8554, -1.6741], [-3.8835, -9.4346, -0.1746], [-5.6555, -9.6170, -0.3577], [1.5604, -1.9309, -9.7211], [2.8267, -2.2892, -11.0587], [2.1513, -2.2969, -12.4115], [3.7234, -0.7480, -10.9274], [1.7616, -2.3924, -8.7543], [0.5124, -2.1722, -9.8988], [1.6155, -0.8664, -9.4931], [4.1441, -0.6456, -9.9270], [3.1226, 0.1101, -11.2287], [4.5244, -0.8948, -11.6520], [0.8537, -9.4330, -9.6279], [-0.8999, -9.1639, -9.1377], [-1.5349, -10.5226, -9.1752], [-0.5698, -8.8625, -7.3564], [0.9921, -10.4890, -9.3960], [1.5676, -8.8107, -9.0884], [1.0127, -9.3691, -10.7044], [-1.5276, -8.6228, -6.8946], [0.0645, -7.9869, -7.2179], [-0.0962, -9.7266, -6.8905], [-6.0735, 10.4106, 1.7740], [-4.3751, 10.2928, 2.4728], [-3.5025, 10.7439, 1.3009], [-4.3975, 11.7567, 3.5613], [-6.8181, 10.0836, 2.4997], [-6.0841, 9.8638, 0.8311], [-6.3290, 11.4577, 1.6119], [-5.3309, 11.8132, 4.1214], [-4.1784, 12.5826, 2.8846], [-3.4993, 11.6815, 4.1743], [5.3366, 3.1963, -4.3130], [5.4819, 4.8155, -5.2314], [4.3192, 5.7516, -4.7557], [6.9685, 5.5068, -4.3725], [4.6885, 2.5892, -4.9450], [5.0120, 3.2337, -3.2731], [6.3572, 2.8144, -4.3391], [6.9279, 5.5143, -3.2833], [7.0122, 6.5670, -4.6221], [7.7636, 4.8966, -4.8010], [-1.3839, 5.0706, -7.0907], [-2.7652, 4.0879, -6.2639], [-2.4448, 2.7045, -6.8831], [-2.1171, 4.0402, -4.5503], [-1.8022, 5.5106, -7.9960], [-0.6843, 4.3235, -7.4655], [-1.1712, 5.8501, -6.3592], [-1.0634, 3.7632, -4.5175], [-2.6636, 3.3079, -3.9560], [-2.0458, 5.0306, -4.1008], [-5.6906, -4.6264, 5.9942], [-5.1396, -6.0315, 7.0504], [-3.6017, -5.7744, 7.0910], [-5.8725, -5.3293, 8.6238], [-5.1251, -4.8189, 5.0825], [-5.3439, -3.6606, 6.3618], [-6.7520, -4.7068, 5.7598], [-5.4143, -5.6689, 9.5527], [-6.9407, -5.5454, 8.6422], [-5.7126, -4.2545, 8.5376], [3.9516, 8.7545, 1.9921], [4.7760, 9.0668, 3.6134], [6.0678, 8.2210, 3.5861], [3.6470, 8.4101, 4.9058], [4.5717, 9.3787, 1.3486], [2.9158, 9.0390, 1.8073], [4.1009, 7.6970, 1.7744], [2.8081, 9.0903, 5.0533], [4.2770, 8.3278, 5.7915], [3.2366, 7.4418, 4.6193], [-1.8146, -0.9999, 11.9329], [-1.2051, -0.2038, 10.4095], [-1.5866, -1.1444, 9.2224], [-2.3277, 1.3310, 10.4173], [-1.8840, -0.2032, 12.6735], [-1.1925, -1.8271, 12.2748], [-2.8190, -1.3473, 11.6909], [-2.0606, 1.8955, 11.3107], [-3.3667, 1.0354, 10.2711], [-2.0895, 1.8168, 9.4710], [-9.1288, 2.3107, -1.8024], [-8.3551, 2.6237, -0.1742], [-9.2225, 3.7081, 0.4332], [-8.7854, 1.0521, 0.7641], [-10.1408, 2.7098, -1.8704], [-9.0707, 1.2698, -2.1209], [-8.5239, 2.8897, -2.5001], [-9.8613, 0.9783, 0.9226], [-8.3385, 1.2405, 1.7403], [-8.3586, 0.1335, 0.3614], [7.3379, -3.8831, -4.3799], [5.8408, -4.8705, -4.8835], [6.3247, -5.8457, -5.9569], [5.8611, -5.7722, -3.2362], [8.1439, -4.5777, -4.1432], [7.0825, -3.3481, -3.4652], [7.5049, -3.2303, -5.2367], [6.7096, -6.4399, -3.0862], [4.9579, -6.2825, -2.9016], [5.9996, -5.0941, -2.3941]],
  "atomic_forces_ev_per_a": [[-0.0157, 0.0125, 0.0023], [0.6273, -1.4681, -1.4154], [-0.1907, -0.3967, 0.9427], [0.7988, 2.2535, 1.0319], [0.5971, -1.5772, 1.4186], [-0.2325, -0.6619, -1.0557], [-1.2624, 0.2466, -0.1829], [-0.1465, 0.8944, -1.1399], [1.1540, 1.5296, -0.7851], [-0.0076, -0.5127, -0.4823], [0.0445, -0.1782, 0.0443], [-0.1904, 0.2755, 0.3940], [-0.0362, -0.1992, 0.2638], [-0.0911, 0.1520, 0.1843], [-0.5547, -0.4333, 0.3424], [-0.5081, 0.0819, 0.4416], [0.4373, -0.2985, 2.4098], [-0.1879, -0.2146, -1.4053], [-0.1752, -0.0890, -1.4247], [0.4844, -0.6248, -0.8594], [0.0068, -0.1782, 1.2642], [0.4304, 0.3505, 0.2853], [-0.6249, 1.1473, -0.5935], [-2.4835, 1.5285, 1.4457], [1.9092, 0.5137, 0.0181], [0.3396, -0.0649, 0.4201], [-0.3232, -0.8245, -0.0993], [-0.1717, 0.0719, -0.4010], [-0.1574, -0.6289, -0.6741], [0.0053, -0.1980, 0.1043], [0.5049, -0.4918, -0.4900], [-0.9173, 0.0977, -0.0200], [0.1341, 1.2267, -2.4720], [0.8304, -0.3853, 0.8298], [-0.7054, 0.0966, 0.1975], [0.1658, 0.0544, 0.1769], [-0.0989, 0.1748, 0.1361], [0.3235, 0.1400, 0.3731], [0.4190, -0.9508, -0.2268], [-0.0772, -0.2484, 0.3392], [-0.0693, -0.2056, 0.6634], [0.1234, 0.7824, 0.4689], [-1.5293, -0.5931, -0.2969], [0.4983, 0.2336, 1.3508], [0.2170, -0.0756, -0.3175], [0.6448, -0.4752, -0.2461], [0.2675, -0.1670, -0.8673], [-0.1573, 0.1520, -0.2817], [-0.0656, 0.0266, -0.0167], [-0.1291, -0.1057, 0.1322], [0.1227, 0.2204, 0.0724], [-0.2258, -0.5715, 0.0653], [0.4103, -0.5886, 0.5853], [0.2460, 0.6802, -0.1882], [0.0319, 0.4086, -0.3368], [0.1613, -0.0026, 0.3163], [-0.1849, 0.0500, -0.0368], [-0.3403, 0.3953, 0.0354], [-0.0244, -0.3001, -0.0499], [0.0977, 0.0351, -0.2085], [-0.1682, -0.1055, -0.1814], [0.0983, 0.6206, 0.7840], [0.3080, 0.9480, -1.8939], [-0.6557, -0.7054, 1.3703], [0.4138, -0.4614, -0.5119], [0.0970, -0.5604, -0.0769], [0.0186, -0.0882, 0.2838], [0.3864, 0.1057, -0.3183], [0.2187, 0.1981, 0.0561], [-0.5914, 0.1300, -0.0453], [-0.2906, -0.1963, 0.3538], [0.6366, 0.6698, -0.7937], [-2.1421, 2.0689, 2.7392], [2.0326, -2.0194, -1.1488], [-0.6688, -0.3852, -0.4491], [0.0043, -0.0531, 0.2615], [-0.1875, 0.4886, -0.2210], [-0.0276, -0.3124, -0.0717], [-0.2326, -0.6573, -0.0437], [0.1212, -0.2138, -0.5950], [0.4534, 0.4118, 0.3275], [-1.9529, -0.0439, 0.4966], [2.0926, -2.0575, -1.5322], [-1.0697, 1.6792, 1.1901], [1.0040, 0.2409, -0.1765], [-0.2849, 0.1740, 0.1900], [0.3890, 0.1576, 0.9175], [0.9442, -0.0770, -0.3700], [0.0453, -0.5268, -0.5718], [-0.2726, 0.3043, -0.1607], [-0.8767, 0.1510, 0.0218], [0.2871, -1.0076, -0.3683], [2.6024, 1.9461, 0.6785], [-2.8988, -0.7827, 0.1936], [0.2237, 0.2605, -0.6446], [-0.0898, -0.0295, -0.1071], [-0.2447, -0.1938, 0.3824], [-0.0270, 0.2568, 0.2139], [0.2133, -0.3858, -0.4023], [-0.0010, -0.0463, -0.1059], [-0.0457, -0.0327, 0.1567], [0.5187, -0.2746, 0.3604], [1.4073, -0.2526, 0.0910], [-2.4026, 0.9202, 0.0134], [0.1115, -0.4336, -0.9236], [0.0415, -0.2599, -0.1611], [-0.0301, 0.1065, 0.6819], [0.0372, 0.0505, -0.0934], [0.2340, 0.2183, -0.0035], [-0.1390, 0.0428, -0.0530], [0.2121, -0.1251, 0.0775], [-0.6186, 0.6204, -0.4945], [-0.6845, -1.2163, -1.9426], [0.4074, 2.0767, 2.4294], [0.5864, -1.6835, -0.7858], [0.1094, -0.1585, 0.2007], [0.1278, 0.2366, -0.3017], [0.0010, -0.1338, 0.1054], [-0.3197, 0.1031, -0.2149], [-0.0637, -0.1069, 0.7159], [0.4511, 0.2773, 0.2859], [0.5675, 0.0203, -0.2643], [-1.6605, -0.1012, 0.5481], [0.9402, -0.9273, -0.3307], [0.1275, 0.9206, -0.0161], [-0.0065, -0.1893, 0.5172], [-0.0573, -0.0341, 0.2143], [0.0306, 0.0250, -0.0322], [-0.0117, 0.0835, -0.3416], [0.0740, -0.0138, -0.0065], [0.0059, 0.2193, -0.2898], [-1.0828, -0.4547, -0.2313], [1.7241, -1.8809, 0.4017], [-0.7937, 1.4148, 1.5126], [-0.0662, 0.2174, 0.8491], [0.0256, 0.0519, -0.4278], [-0.0516, 0.2792, -0.2353], [0.4157, -0.0079, 0.2753], [0.0463, -0.1986, -0.8593], [-0.2262, -0.2110, -0.9514], [0.0006, 0.7872, -0.3294]]
}